Run i
# C2H2N3O

A gas-phase ion, C2H2N3O (charge +1) (ωB97M-V with the def2-TZVPD basis set, the OMol25 dataset).

```
8
Properties=species:S:1:pos:R:3:lowdin_charge:R:1
H 0.082 -1.223 0.307 0.24
H 0.430 1.291 0.268 0.12
N -2.546 1.737 -0.007 0.33
C -1.908 -1.037 0.053 -0.10
O -2.910 -1.560 -0.040 0.39
N -0.711 -0.589 0.013 0.17
N -1.452 1.513 0.082 -0.05
C -0.395 0.811 -0.142 -0.09
```

E_HOMO (eV): -14.3
LUMO (eV): -6.183
Net charge: +1
Molar mass (g/mol): 84.06
Kohn-Sham gap (eV): 8.14

Run ii
# C2H2N3O

A molecular structure, C2H2N3O (ωB97M-V with the def2-TZVPD basis set, the OMol25 dataset).

```
8
Properties=species:S:1:pos:R:3:lowdin_charge:R:1
C -0.018 -0.008 -0.027 -0.09
C 0.869 -0.931 0.499 -0.14
H -0.144 -0.694 -1.931 0.17
N 1.464 -1.734 1.084 0.29
H -0.854 0.659 -1.689 0.10
N -0.409 -0.020 -1.238 0.30
O -0.653 1.318 2.182 0.21
N -0.256 1.411 1.121 0.15
```

E_HOMO (eV): -15.7
LUMO (eV): -7.154
Net charge: +1
Molar mass (g/mol): 84.06
Kohn-Sham gap (eV): 8.51

Run iii
# C2H2N3O

A gas-phase ion, C2H2N3O (charge +1) (ωB97M-V with the def2-TZVPD basis set, the OMol25 dataset).

```
8
Properties=species:S:1:pos:R:3:lowdin_charge:R:1
N -0.601 -1.544 -1.903 0.39
O -0.860 -1.974 0.070 0.07
C -0.643 -0.987 0.744 -0.09
N -0.005 0.283 0.159 0.19
H 0.743 1.489 -1.393 0.19
H -0.965 -1.085 1.838 0.18
C 0.212 0.512 -1.072 -0.08
N -0.234 -0.497 -1.931 0.15
```

SMILES: N#[N+]/C=N\C=O
E_HOMO (eV): -16.9
LUMO (eV): -7.417
Net charge: +1
Molar mass (g/mol): 84.06
Kohn-Sham gap (eV): 9.48

Short version: run i is the most stable of them.

Run i
# C4H9N2

A gas-phase ion, C4H9N2 (charge +1) (ωB97M-V with the def2-TZVPD basis set, the OMol25 dataset).

```
15
Properties=species:S:1:pos:R:3:lowdin_charge:R:1
H 2.740 -0.234 0.910 0.09
H 3.373 -0.487 -0.829 0.12
N -1.074 -0.880 -1.067 0.31
H -2.257 1.391 0.454 0.08
H 2.986 0.990 -0.283 0.04
N 0.296 0.209 0.315 0.11
H -1.904 -1.364 -1.322 0.13
C 1.203 -0.217 -0.432 -0.14
H 0.272 0.904 1.082 0.20
C -2.325 0.332 0.639 0.02
H -2.466 0.272 1.790 0.14
C -1.076 -0.266 0.025 -0.33
H 0.831 -0.639 -1.335 0.12
H -3.262 -0.063 0.184 0.11
C 2.661 0.053 -0.130 0.00
```

E_HOMO (spin up / spin down) (eV): -11.5 / -16.6
LUMO (spin up / spin down) (eV): -3.639 / -8.281
Net charge: +1
Molar mass (g/mol): 85.13
Kohn-Sham gap (spin up / spin down) (eV): 7.85 / 8.36
2S+1: 3

Run ii
# C4H9N2

2 unconnected molecules or ions with the total composition C4H9N2 (ωB97M-V with the def2-TZVPD basis set, the OMol25 dataset).

```
15
Properties=species:S:1:pos:R:3:lowdin_charge:R:1
C -0.832 1.018 0.514 -0.01
H -1.712 -0.658 1.435 0.09
C 3.407 -0.112 -0.365 -0.01
H -0.362 1.190 1.448 0.09
H -3.424 -0.620 -0.379 0.11
H 3.578 -1.198 -0.457 0.12
H -2.038 -0.319 -1.515 0.06
C -2.347 -0.805 -0.635 -0.08
H -1.095 1.922 -0.060 0.12
N 2.560 0.082 0.855 0.20
H -2.424 -1.941 -0.520 0.12
C -1.624 -0.194 0.512 -0.17
N 2.011 0.212 -0.209 0.09
H 0.320 0.645 0.192 0.12
H 3.981 0.778 -0.817 0.16
```

E_HOMO (spin up / spin down) (eV): -11.5 / -15.5
LUMO (spin up / spin down) (eV): -5.465 / -9.774
Net charge: +1
Molar mass (g/mol): 85.13
Kohn-Sham gap (spin up / spin down) (eV): 6.01 / 5.73
2S+1: 3

Run iii
# C4H9N2

A gas-phase ion, C4H9N2 (charge +1) (ωB97M-V with the def2-TZVPD basis set, the OMol25 dataset).

```
15
Properties=species:S:1:pos:R:3:lowdin_charge:R:1
H -0.516 -0.742 -1.770 0.11
H -0.613 2.857 1.361 0.10
H -0.977 2.532 -0.439 0.07
N 0.298 0.822 0.014 -0.04
C -0.409 -1.453 1.032 0.03
H -1.111 -2.075 0.531 0.08
H 1.262 -0.874 -1.907 0.09
H 0.708 3.028 0.093 0.07
C 0.337 -0.640 -0.018 -0.34
N 1.347 0.397 0.314 0.23
C 0.390 -1.203 -1.425 0.04
H 0.343 -2.115 1.498 0.13
H 0.075 -2.256 -1.410 0.11
C -0.233 2.548 0.348 0.20
H -0.899 -0.825 1.779 0.10
```

E_HOMO (spin up / spin down) (eV): -12.7 / -17.1
LUMO (spin up / spin down) (eV): -4.491 / -8.495
Net charge: +1
Molar mass (g/mol): 85.13
Kohn-Sham gap (spin up / spin down) (eV): 8.18 / 8.60
2S+1: 3

Run iv
# C4H9N2

A molecular structure, C4H9N2 (ωB97M-V with the def2-TZVPD basis set, the OMol25 dataset).

```
15
Properties=species:S:1:pos:R:3:lowdin_charge:R:1
C 0.630 1.103 0.819 -0.06
H 0.608 -1.082 1.453 0.16
C 0.335 -0.360 0.708 -0.18
C 0.582 -0.227 -0.743 -0.08
C -0.975 -0.551 0.034 -0.32
N -1.573 -1.750 -0.065 0.14
H -1.886 -1.940 -1.002 0.12
H 1.480 1.490 1.402 0.15
H -0.975 -2.455 0.353 0.12
H 0.032 1.773 -1.182 0.19
N 0.784 1.253 -0.679 0.10
H 1.763 1.718 -0.983 0.25
H 1.215 -0.820 -1.366 0.12
H -1.718 0.315 0.055 0.15
H -0.304 1.534 1.196 0.13
```

E_HOMO (spin up / spin down) (eV): -8.2 / -15.2
LUMO (spin up / spin down) (eV): -3.534 / -6.399
Net charge: +1
Molar mass (g/mol): 85.13
Kohn-Sham gap (spin up / spin down) (eV): 4.68 / 8.78
2S+1: 3

Short version: run i is the most stable of them.